No. 1
{"formula": "C19H29N5O2", "method": "wB97M-V/def2-TZVPD", "species": ["C", "N", "C", "O", "C", "C", "C", "N", "N", "C", "O", "C", "H", "H", "C", "H", "C", "C", "C", "C", "C", "C", "H", "H", "H", "H", "H", "H", "H", "H", "H", "H", "H", "H", "H", "H", "H", "H", "C", "C", "N", "C", "C", "N", "C", "H", "H", "H", "H", "H", "H", "H", "H", "H", "H"], "xyz": [[0.17, 2.51, 0.92], [0.96, 1.47, 0.12], [1.41, 1.57, -1.08], [2.31, 0.95, -1.68], [0.93, 2.81, -2.17], [0.49, 2.41, -3.36], [-0.71, 1.62, -3.19], [-1.71, 1.35, -3.83], [-2.46, 0.38, -3.32], [-1.90, -0.17, -2.44], [-0.56, 0.36, -2.06], [-2.10, -1.35, -1.48], [-3.22, -1.67, -2.09], [-1.53, -2.11, -1.53], [-2.26, -0.90, -0.14], [-3.13, 0.08, 0.04], [-2.72, -1.84, 0.83], [-1.54, -2.87, 1.03], [-1.83, -4.12, 2.21], [-3.17, -4.58, 2.03], [-4.18, -3.66, 1.78], [-3.93, -2.49, 0.87], [-4.77, -1.89, 0.77], [-3.96, -3.03, -0.11], [-5.05, -4.37, 1.67], [-4.41, -3.15, 2.78], [-3.40, -5.27, 2.58], [-3.09, -5.35, 1.13], [-1.01, -4.58, 2.23], [-1.89, -3.40, 3.11], [-0.51, -2.58, 1.28], [-1.36, -3.58, 0.01], [-2.72, -1.46, 1.98], [-1.38, -0.30, 0.07], [0.22, 3.16, -4.05], [1.32, 1.67, -3.54], [1.74, 3.48, -2.16], [-0.09, 3.48, -1.31], [1.59, 0.40, 0.94], [2.67, 0.88, 2.07], [2.13, 1.36, 3.10], [3.49, 1.78, 3.87], [4.56, 1.38, 2.81], [3.93, 0.92, 1.57], [4.78, 0.35, 0.54], [4.73, -0.76, 0.50], [5.46, 0.95, 0.34], [3.88, 0.57, -0.51], [5.62, 1.26, 2.96], [3.61, 2.03, 4.77], [1.99, -0.39, 0.20], [0.74, -0.11, 1.43], [-0.89, 2.13, 0.63], [0.41, 3.58, 0.65], [0.24, 2.33, 1.93]], "lowdin_charge": [0.003, -0.074, -0.453, -0.031, -0.132, -0.217, -0.143, 0.103, 0.091, -0.323, -0.012, -0.113, 0.211, 0.031, -0.236, 0.215, -0.435, -0.074, -0.116, -0.336, -0.217, -0.233, 0.112, 0.142, 0.153, 0.148, 0.030, 0.177, 0.023, 0.139, 0.087, 0.159, 0.195, 0.096, 0.136, 0.172, 0.092, 0.198, -0.043, -0.427, 0.118, 0.069, -0.004, -0.090, -0.001, 0.106, -0.012, 0.182, 0.080, -0.030, 0.139, 0.107, 0.117, 0.098, 0.025], "charge": 0, "e_lumo_ev": 0.68, "homo_ev": -8.62, "homo_lumo_gap_ha": 0.342, "energy_ha": -1165.01177, "de_lowest_kcal_mol": 424.5, "fmax_ev_per_a": 15.18}


No. 2
{"formula": "C19H29O2Tc", "method": "wB97M-V/def2-TZVPD", "species": ["Tc", "C", "C", "C", "H", "C", "C", "H", "H", "H", "H", "C", "C", "C", "H", "C", "C", "H", "H", "H", "H", "O", "C", "C", "C", "C", "C", "H", "H", "H", "H", "H", "H", "H", "H", "H", "H", "C", "C", "C", "C", "O", "H", "H", "H", "H", "H", "H", "H", "H", "H"], "xyz": [[-0.08, 0.40, 0.45], [2.25, 0.31, 1.26], [2.52, -0.54, 0.16], [2.17, 0.12, -1.04], [3.00, -1.52, 0.24], [1.51, 1.37, -0.69], [1.64, 1.54, 0.75], [1.56, 2.49, 1.28], [2.57, 0.12, 2.27], [2.52, -0.15, -2.03], [1.24, 2.16, -1.39], [-2.36, 0.40, 0.82], [-1.67, 1.61, 1.20], [-1.09, 2.18, 0.00], [-1.69, 2.09, 2.17], [-1.49, 1.35, -1.11], [-2.29, 0.27, -0.60], [-2.80, -0.50, -1.19], [-2.89, -0.27, 1.49], [-0.61, 3.15, -0.04], [-1.36, 1.63, -2.15], [-0.11, -0.98, -2.18], [-0.20, -0.64, -3.59], [0.49, -1.96, -4.00], [0.56, 0.62, -3.93], [-1.65, -0.58, -4.03], [0.44, -2.29, -2.51], [1.50, -1.82, -4.38], [-0.13, -2.60, -4.62], [-0.27, -3.07, -2.25], [1.41, -2.44, -2.05], [0.51, 0.80, -5.01], [1.61, 0.53, -3.64], [0.13, 1.48, -3.42], [-1.71, -0.77, -5.10], [-2.06, 0.41, -3.83], [-2.24, -1.33, -3.50], [0.73, -1.45, 4.17], [-0.06, -0.29, 3.59], [-1.48, -0.30, 4.12], [0.57, 1.02, 4.01], [-0.11, -0.49, 2.16], [0.68, -1.42, 5.26], [1.78, -1.42, 3.86], [0.32, -2.41, 3.83], [-1.50, -0.33, 5.22], [-2.00, 0.61, 3.80], [-2.04, -1.15, 3.74], [1.61, 1.08, 3.71], [0.03, 1.87, 3.58], [0.53, 1.12, 5.10]], "lowdin_charge": [1.312, -0.208, -0.175, -0.202, 0.076, -0.283, -0.310, 0.089, 0.064, 0.062, 0.089, -0.210, -0.258, -0.283, 0.075, -0.212, -0.183, 0.077, 0.086, 0.100, 0.069, -0.165, -0.564, -0.082, -0.026, -0.029, -0.158, 0.109, 0.101, 0.113, 0.104, 0.088, 0.068, 0.064, 0.081, 0.072, 0.090, -0.058, -0.703, -0.064, -0.057, -0.406, 0.071, 0.071, 0.081, 0.075, 0.063, 0.079, 0.060, 0.069, 0.079], "charge": -1, "e_lumo_ev": [3.03, 3.01], "homo_ev": [-0.51, -2.08], "homo_lumo_gap_ha": [0.130, 0.187], "energy_ha": -972.46614, "multiplicity": 4, "fmax_ev_per_a": 3.82, "s_squared": 3.782}


No. 3
{"formula": "C19H30GaN5OSeTe", "method": "wB97M-V/def2-TZVPD", "species": ["Ga", "Te", "C", "C", "C", "C", "C", "C", "H", "H", "H", "H", "H", "C", "N", "C", "C", "N", "C", "C", "Se", "H", "H", "H", "H", "H", "H", "H", "H", "C", "C", "N", "C", "C", "N", "C", "C", "H", "H", "H", "H", "H", "H", "H", "H", "H", "H", "H", "H", "C", "C", "N", "O", "H", "H", "H", "H", "H"], "xyz": [[-0.06, 0.88, -0.69], [-1.37, 2.06, -2.48], [-2.97, 0.71, -2.15], [-3.99, 1.06, -1.28], [-5.10, 0.23, -1.14], [-5.19, -0.94, -1.88], [-4.17, -1.28, -2.76], [-3.06, -0.46, -2.90], [-3.94, 1.99, -0.72], [-5.90, 0.51, -0.46], [-6.06, -1.58, -1.78], [-4.26, -2.18, -3.36], [-2.28, -0.73, -3.60], [1.30, -2.97, 1.23], [2.02, -2.92, -0.04], [3.22, -3.56, -0.29], [3.54, -3.30, -1.57], [2.55, -2.51, -2.10], [2.52, -2.05, -3.49], [1.62, -2.27, -1.15], [-0.04, -1.43, -1.46], [1.55, -3.90, 1.73], [0.23, -2.93, 1.03], [1.59, -2.12, 1.85], [3.71, -4.15, 0.46], [4.38, -3.63, -2.17], [2.75, -2.90, -4.13], [3.25, -1.26, -3.65], [1.52, -1.69, -3.72], [0.50, 1.25, 2.26], [-0.08, 1.65, 3.64], [-1.47, 2.04, 3.52], [-2.25, 0.92, 2.99], [-1.71, 0.49, 1.61], [-0.56, 1.37, 1.22], [-1.05, 2.80, 1.21], [-1.57, 3.18, 2.61], [0.84, 0.21, 2.26], [1.32, 1.90, 1.96], [0.48, 2.49, 4.06], [0.00, 0.82, 4.34], [-3.29, 1.22, 2.92], [-2.19, 0.09, 3.70], [-2.47, 0.58, 0.82], [-1.35, -0.54, 1.61], [-1.83, 2.87, 0.46], [-0.22, 3.43, 0.88], [-2.61, 3.49, 2.55], [-1.00, 4.00, 3.03], [3.93, 1.07, -1.63], [3.13, 1.04, -0.37], [3.77, 0.90, 0.78], [1.88, 1.16, -0.38], [4.93, 1.47, -1.47], [3.41, 1.66, -2.38], [4.03, 0.04, -1.98], [4.78, 0.84, 0.80], [3.27, 0.87, 1.65]], "lowdin_charge": [0.039, 1.074, -0.637, -0.171, -0.064, -0.055, -0.060, -0.181, 0.093, 0.115, 0.116, 0.116, 0.086, 0.009, -0.106, -0.001, -0.005, -0.109, 0.013, -0.589, 0.868, 0.110, 0.075, 0.090, 0.143, 0.145, 0.114, 0.092, 0.066, -0.126, -0.128, -0.148, -0.119, -0.115, -0.233, -0.135, -0.121, 0.111, 0.109, 0.131, 0.130, 0.133, 0.131, 0.103, 0.114, 0.071, 0.131, 0.133, 0.132, 0.052, -0.473, 0.243, -0.072, 0.106, 0.112, 0.081, 0.141, 0.119], "charge": 2, "e_lumo_ev": -5.40, "homo_ev": -13.48, "homo_lumo_gap_ha": 0.297, "energy_ha": -5684.81032, "de_lowest_kcal_mol": 22.3, "fmax_ev_per_a": 0.62}


No. 4
{"formula": "C19H30GaNO2P2", "method": "wB97M-V/def2-TZVPD", "species": ["C", "C", "N", "C", "C", "C", "C", "P", "Ga", "P", "C", "O", "O", "H", "H", "H", "C", "C", "H", "H", "H", "H", "C", "C", "H", "H", "H", "H", "H", "H", "H", "H", "H", "H", "H", "H", "H", "H", "H", "H", "H", "H", "C", "C", "C", "C", "C", "C", "C", "C", "H", "H", "H", "H", "H"], "xyz": [[3.81, -1.49, -2.46], [2.81, -0.71, -1.81], [1.77, -1.39, -1.20], [1.93, -2.68, -0.84], [2.97, -3.44, -1.35], [3.89, -2.85, -2.22], [2.97, 0.67, -1.66], [1.85, 1.60, -0.69], [0.30, -0.21, 0.00], [-0.62, -2.38, 0.26], [0.95, -3.31, 0.14], [1.47, 1.42, -4.61], [-1.36, 1.47, -3.41], [4.48, -0.98, -3.15], [3.05, -4.49, -1.07], [4.72, -3.44, -2.63], [3.07, 1.98, 0.63], [1.21, 3.22, -1.28], [0.69, -4.32, -0.20], [1.35, -3.40, 1.15], [1.83, 1.17, -3.79], [3.53, 1.13, -2.44], [-1.37, -2.66, 1.87], [-1.69, -3.06, -1.02], [-0.67, 0.34, -1.31], [-1.50, 2.33, -2.95], [-0.43, 1.62, -3.63], [1.14, 0.62, -5.03], [1.08, -0.17, 1.40], [-0.66, -0.48, -1.51], [3.85, 2.62, 0.19], [2.58, 2.45, 1.48], [3.54, 1.03, 0.92], [2.02, 3.81, -1.72], [0.41, 3.11, -2.03], [0.78, 3.78, -0.43], [-1.88, -4.12, -0.78], [-2.64, -2.52, -1.04], [-1.22, -3.00, -2.00], [-1.71, -3.70, 1.94], [-0.66, -2.45, 2.67], [-2.23, -1.99, 1.99], [-1.27, 0.87, 0.54], [-2.04, 1.27, 1.44], [-2.87, 1.66, 2.51], [-2.32, 2.21, 3.69], [-3.13, 2.54, 4.76], [-4.51, 2.35, 4.70], [-5.07, 1.81, 3.54], [-4.27, 1.48, 2.45], [-1.23, 2.37, 3.75], [-2.68, 2.97, 5.67], [-5.14, 2.61, 5.56], [-6.15, 1.67, 3.49], [-4.73, 1.06, 1.55]], "lowdin_charge": [-0.042, -0.370, 0.018, -0.333, -0.080, -0.078, -0.314, 0.807, -0.089, 0.830, -0.262, -0.030, -0.086, 0.107, 0.105, 0.110, -0.263, -0.232, 0.090, 0.102, -0.040, 0.050, -0.229, -0.236, 0.047, 0.045, -0.009, 0.060, -0.014, 0.083, 0.049, 0.038, 0.046, 0.047, 0.018, 0.053, 0.051, 0.059, 0.059, 0.051, 0.058, 0.052, -0.117, -0.110, -0.267, -0.036, -0.096, -0.099, -0.097, -0.043, 0.118, 0.103, 0.101, 0.101, 0.114], "charge": 0, "e_lumo_ev": 0.45, "homo_ev": -6.64, "homo_lumo_gap_ha": 0.260, "energy_ha": -3554.53859, "fmax_ev_per_a": 3.70}


Question: Which formula does entry 4 have?
Answer: C19H30GaNO2P2